Entry 1:
DFT (the ωB97M-V functional and the def2-TZVPD basis) results for an isolated ion of composition C6H16N2 and charge -1 at a distorted geometry.

Energy relative to the best compared isomer or geometry (same formula, charge and spin), kJ/mol: 231.3
LUMO energy (spin up / spin down), eV: 3.92 / 3.94
2S+1: 2
Maximum force, hartree/bohr: 0.0960
Net charge: -1

Geometry as XYZ:
```
24
Properties=species:S:1:pos:R:3:forces:R:3:mulliken_spin:R:1
C 1.505645 -1.040053 1.042640 -1.3 -1.2 -0.1 2.304
C 0.620447 -0.525586 -0.300393 3.4 0.7 2.2 0.110
C 1.309644 0.936315 -0.584414 -0.5 -1.3 1.1 0.007
C 0.742729 1.449936 -1.854955 3.1 -2.4 -1.0 0.310
C 1.155878 1.936943 0.594495 0.5 -3.9 1.3 0.815
N -0.747176 -0.215062 0.079927 -0.4 -0.5 1.5 -0.660
C -1.587711 -1.399282 0.217602 2.1 -1.5 0.0 1.194
N -2.938994 -1.094416 0.601046 0.3 4.9 -0.6 -0.085
H 1.400470 -2.246529 1.286526 0.3 3.2 -0.6 -0.660
H 2.572631 -0.702369 1.024048 -0.6 -0.7 -0.4 -0.683
H 1.119835 -0.413487 1.916636 0.1 -1.3 -0.8 0.175
H 0.826226 -1.302226 -1.159412 -0.9 1.8 1.4 -0.639
H 2.369117 0.679244 -0.657780 0.0 0.3 -0.4 -0.474
H 1.239470 2.343553 -2.143966 1.0 0.5 -1.0 -0.118
H -0.203980 1.745689 -1.831622 -4.4 0.9 0.8 0.040
H 0.754388 0.545174 -2.527380 0.4 1.4 -0.3 0.080
H 0.156149 2.007556 0.892451 -1.9 0.1 0.2 -0.067
H 1.647795 1.519369 1.517830 -0.1 0.4 -0.9 0.056
H 1.461106 2.910303 0.528991 1.3 2.5 -1.0 -0.416
H -0.633127 0.132066 1.081967 -0.4 -0.3 -1.8 -0.057
H -1.466004 -1.998402 -0.751351 -0.4 0.8 1.0 -0.007
H -1.162664 -2.085535 1.051093 -0.6 0.8 -1.2 0.000
H -3.408326 -1.861396 0.305165 -2.5 -2.9 -0.8 -0.214
H -3.349670 -0.256308 0.010144 1.4 -2.2 1.3 -0.013
```
Positions in Å, forces in eV/Å.



Entry 2:
DFT (the ωB97M-V functional and the def2-TZVPD basis) results for C36H28HgN2O5STe as an isolated structure.

Energy relative to the best compared isomer or geometry (same formula, charge and spin), kJ/mol: 0.0
LUMO energy (spin up / spin down), eV: 2.16 / 2.16
2S+1: 2
Maximum force, hartree/bohr: 0.0121
Net charge: -1

Geometry as XYZ:
```
74
Properties=species:S:1:pos:R:3:forces:R:3:mulliken_spin:R:1
Hg -0.275118 -0.476869 -0.193178 -0.5 0.1 0.3 -0.005
C -0.491164 6.629455 -1.574669 0.0 0.0 0.0 -0.003
C -0.397838 5.125093 -1.597062 0.0 0.0 0.1 -0.152
C -0.289568 4.429529 -2.783007 0.1 0.0 0.0 0.276
C -0.254728 3.020215 -2.780006 0.1 0.1 0.0 -0.046
C -0.099848 2.320967 -4.076433 -0.1 0.0 -0.1 0.006
O 0.645433 1.380565 -4.263136 0.0 0.0 0.0 -0.002
C -0.892290 2.841543 -5.263405 0.0 -0.1 0.1 -0.008
C -0.403193 2.595418 -6.542156 0.0 0.0 0.0 0.000
C -1.109374 3.012859 -7.658555 0.0 0.0 0.0 0.001
C -2.326479 3.666414 -7.505745 0.0 0.0 0.0 0.000
C -2.832241 3.894080 -6.234095 0.0 0.0 0.0 -0.001
C -2.115081 3.486123 -5.117056 -0.1 0.0 0.0 0.000
C -0.331028 2.285107 -1.587094 -0.1 -0.2 0.2 0.086
O -0.550721 0.997359 -1.686597 0.1 -0.1 -0.2 0.027
C -0.262183 2.997331 -0.317663 0.0 0.0 -0.1 -0.140
C -0.401102 4.408246 -0.406950 0.0 0.1 0.0 0.232
C -0.058783 2.414317 0.965218 0.1 0.0 0.0 0.319
N -0.019878 1.078319 1.266056 0.0 -0.1 -0.2 0.229
C 0.488461 0.606089 2.536031 0.2 0.1 0.2 -0.107
C 1.811127 -0.133668 2.351030 0.1 0.0 0.0 0.022
Te 2.496304 -1.113692 4.148001 0.1 0.0 0.0 0.013
C 0.803949 -0.702073 5.332062 0.0 0.0 0.1 0.000
C -0.189820 -1.664450 5.479772 -0.1 0.0 0.0 -0.001
C -1.295294 -1.406946 6.280639 0.0 0.0 0.0 -0.001
C -1.417999 -0.187347 6.929297 0.0 0.0 0.0 0.002
C -0.433648 0.779552 6.776199 0.0 0.0 0.0 -0.001
C 0.677464 0.521268 5.986590 0.0 0.0 0.0 0.001
C 0.117589 3.347318 2.115041 0.0 0.1 0.0 0.019
C -0.825159 3.410940 3.140955 -0.1 0.0 0.0 0.052
C -0.639014 4.240486 4.237603 0.0 0.0 0.0 -0.013
C 0.498288 5.031473 4.329151 0.0 0.0 0.0 0.024
C 1.442983 4.984679 3.310667 0.0 0.0 0.0 -0.008
C 1.252366 4.152806 2.218302 0.0 0.0 0.0 0.048
H -0.570888 7.029029 -2.586698 0.0 0.0 0.0 -0.001
H 0.385059 7.083851 -1.104734 0.0 0.0 0.0 -0.003
H -1.366707 6.964303 -1.012750 0.0 0.0 0.0 -0.006
H -0.220873 4.966295 -3.722186 0.0 0.0 0.0 0.045
H 0.535729 2.065311 -6.634617 0.0 0.0 0.0 0.000
H -0.716262 2.822885 -8.649481 0.0 0.0 0.0 0.000
H -2.881396 3.992878 -8.376736 0.0 0.0 0.0 0.000
H -3.787012 4.389156 -6.109170 0.0 0.0 0.0 0.000
H -2.509274 3.656012 -4.123574 0.0 0.0 0.0 0.007
H -0.498930 4.974445 0.511701 0.0 0.0 0.0 0.056
H -0.238540 -0.057651 3.010863 0.0 0.0 -0.1 0.032
H 0.670358 1.427573 3.231303 -0.1 -0.1 0.0 -0.003
H 2.598585 0.565174 2.072637 0.0 0.0 -0.1 0.002
H 1.729126 -0.903615 1.582798 0.0 -0.1 0.1 -0.005
H -0.117638 -2.594705 4.933424 0.0 0.0 0.0 0.000
H -2.069422 -2.157066 6.382549 0.0 0.0 0.0 0.000
H -2.282640 0.012711 7.549885 0.0 0.0 0.0 0.000
H -0.528968 1.738231 7.270476 0.0 0.0 0.0 0.000
H 1.441365 1.278988 5.866387 0.0 0.0 0.0 0.000
H -1.710802 2.789658 3.073813 0.0 0.0 0.0 -0.003
H -1.384703 4.266821 5.023083 0.0 0.0 0.0 0.000
H 0.648476 5.677514 5.185070 0.0 0.0 0.0 0.004
H 2.335653 5.595437 3.370413 0.0 0.0 0.0 -0.001
H 1.985980 4.119308 1.421563 0.0 0.0 0.0 0.004
O -0.399720 -2.621832 2.384430 0.0 0.0 0.0 0.000
C -0.450347 -3.167488 1.302979 -0.1 -0.1 -0.2 0.001
N -0.707622 -2.546207 0.102515 0.5 0.1 -0.3 -0.001
S -0.517706 -3.534210 -1.206154 -0.1 -0.1 0.2 0.000
O -1.730262 -3.619154 -1.964287 0.0 0.0 0.0 0.000
O 0.702782 -3.215234 -1.892512 0.0 0.0 -0.1 0.000
C -0.288774 -4.991381 -0.237022 0.0 -0.1 -0.1 0.000
C -0.137931 -6.296212 -0.664878 0.0 0.0 0.1 0.000
C 0.068297 -7.260638 0.313491 0.0 0.0 0.0 0.000
C 0.117692 -6.919426 1.664424 0.0 0.1 0.0 0.000
C -0.044948 -5.601498 2.071316 0.0 -0.1 0.0 0.000
C -0.252923 -4.645187 1.094612 0.0 0.2 0.1 0.000
H -0.175643 -6.552098 -1.714652 0.0 0.0 0.0 0.000
H 0.194382 -8.295232 0.020566 0.0 0.0 0.0 0.000
H 0.285215 -7.693212 2.402200 0.0 0.0 0.0 0.000
H -0.013611 -5.309371 3.112410 0.0 0.0 0.0 0.000
```
Positions in Å, forces in eV/Å.